[1]
Molecular formula: C17H51N3O7
Method: DFT, ωB97M-V with the def2-TZVPD basis set

Geometry (Å):
O  -6.994  15.007  -9.407
H  -7.806  15.011  -9.918
H  -7.124  15.353  -8.521
H  -6.756  14.091  -9.243
O  -10.165  16.834  -7.811
H  -9.237  16.603  -7.727
H  -10.604  16.046  -7.482
H  -10.425  16.959  -8.727
O  -8.831  13.593  -6.251
H  -8.187  14.270  -6.474
H  -8.532  12.811  -6.720
H  -9.690  13.951  -6.487
O  -7.887  15.859  -7.103
H  -8.128  16.385  -6.315
C  -6.780  19.505  -4.524
C  -7.486  20.185  -5.785
C  -6.644  21.304  -6.306
O  -6.939  22.495  -5.516
C  -6.342  23.672  -5.920
N  -7.411  19.202  -6.854
H  -7.530  18.879  -4.041
H  -6.350  20.118  -3.731
H  -5.957  18.924  -4.940
H  -8.513  20.474  -5.562
H  -6.933  21.661  -7.295
H  -5.589  21.046  -6.397
H  -6.865  23.898  -6.849
H  -5.255  23.599  -5.943
H  -6.483  24.466  -5.187
H  -7.595  18.232  -6.639
H  -6.550  19.179  -7.382
C  -3.109  12.698  -4.459
C  -4.562  12.335  -4.829
C  -5.566  13.370  -4.193
O  -5.447  14.693  -4.628
C  -6.515  15.479  -4.143
N  -4.705  12.403  -6.254
H  -2.942  12.844  -3.392
H  -2.772  13.481  -5.138
H  -2.513  11.786  -4.492
H  -4.764  11.304  -4.540
H  -5.773  13.115  -3.153
H  -6.455  12.990  -4.696
H  -6.450  16.557  -4.294
H  -6.605  15.331  -3.067
H  -7.520  15.254  -4.502
H  -4.587  13.305  -6.693
H  -5.686  12.191  -6.366
C  -10.277  17.468  -3.567
C  -11.289  18.537  -3.135
C  -11.514  19.481  -4.452
C  -12.577  18.905  -5.364
C  -13.856  18.548  -4.757
C  -13.754  17.573  -3.522
N  -12.600  17.925  -2.621
O  -12.570  17.204  -1.440
C  -15.171  17.573  -2.863
C  -13.535  16.145  -4.068
C  -10.500  19.485  -2.117
H  -10.627  16.560  -4.058
H  -9.725  17.081  -2.710
H  -9.521  17.847  -4.254
H  -11.797  20.511  -4.235
H  -10.582  19.460  -5.017
H  -12.235  18.054  -5.952
H  -12.878  19.690  -6.058
H  -14.474  18.055  -5.508
H  -14.347  19.463  -4.427
H  -15.309  16.821  -2.087
H  -15.387  18.486  -2.309
H  -15.981  17.525  -3.591
H  -12.626  15.817  -4.573
H  -13.538  15.412  -3.261
H  -14.351  15.848  -4.726
H  -11.085  20.395  -1.984
H  -9.580  19.822  -2.596
H  -10.506  19.161  -1.077
H  -13.120  17.691  -0.822

The value obtained for the LUMO energy (alpha / beta) is -3.640 / -4.280 eV. The total charge is +1. Its spin multiplicity is 2.


[2]
Molecular formula: C17H54N3O9
Method: DFT, ωB97M-V with the def2-TZVPD basis set

Geometry (Å):
N  -0.440  0.058  -1.460
H  -0.173  0.862  -1.021
H  -1.046  -0.415  -0.962
H  0.317  -0.608  -1.402
H  -0.805  0.263  -2.317
C  2.596  -2.543  -1.757
O  2.675  -1.370  -1.283
H  3.027  -3.317  -1.112
H  3.134  -2.635  -2.590
H  1.555  -2.741  -2.071
H  3.546  -1.209  -1.470
C  1.338  3.296  0.929
O  1.453  2.704  -0.305
H  2.377  3.691  1.007
H  0.895  2.649  1.559
H  0.700  4.136  1.014
H  2.295  2.938  -0.594
C  1.361  -0.071  -5.327
O  1.388  0.770  -4.185
H  0.261  0.137  -5.595
H  1.741  -1.147  -5.416
H  1.886  0.434  -6.104
H  1.854  1.575  -4.240
C  -2.376  0.624  -4.744
O  -1.860  0.669  -3.457
H  -1.592  0.694  -5.421
H  -2.926  1.540  -5.027
H  -3.149  -0.277  -5.130
H  -2.300  1.156  -2.891
C  -1.796  -2.967  -3.431
O  -0.598  -2.585  -2.949
H  -2.668  -2.519  -3.016
H  -1.802  -4.000  -3.198
H  -1.912  -2.930  -4.456
H  0.221  -3.008  -3.352
C  -0.718  -3.345  0.075
O  -0.495  -2.139  0.748
C  0.617  -2.202  1.607
C  0.716  -0.872  2.416
N  1.888  -0.749  3.166
C  2.147  0.456  3.791
C  3.517  0.479  4.431
O  3.597  1.745  5.049
C  4.932  2.220  5.244
H  0.197  -3.767  -0.522
H  -1.595  -3.223  -0.687
H  -1.215  -4.026  0.680
H  1.609  -2.066  1.065
H  0.552  -3.219  2.214
H  -0.257  -0.815  2.852
H  0.612  0.001  1.706
H  2.024  -1.570  3.735
H  1.429  0.589  4.514
H  2.199  1.294  2.963
H  4.267  0.377  3.684
H  3.554  -0.383  5.233
H  5.684  2.401  4.318
H  5.571  1.594  5.933
H  4.913  3.149  5.783
C  -4.170  -2.792  -1.079
O  -3.490  -2.032  -0.095
C  -2.618  -1.078  -0.493
C  -2.211  -0.064  0.628
N  -1.424  1.019  0.022
C  -0.885  1.924  0.983
C  -1.776  2.686  1.877
O  -1.088  3.516  2.746
C  -1.831  4.188  3.678
H  -3.340  -3.448  -1.465
H  -4.583  -2.139  -1.705
H  -4.782  -3.384  -0.499
H  -2.975  -0.387  -1.302
H  -1.821  -1.517  -0.934
H  -1.664  -0.525  1.417
H  -3.081  0.306  1.231
H  -2.003  1.617  -0.573
H  -0.272  2.753  0.533
H  -0.082  1.222  1.413
H  -2.479  1.922  2.487
H  -2.409  3.105  1.179
H  -1.261  4.991  4.018
H  -2.103  3.543  4.520
H  -2.533  4.760  3.215

The energy above the lowest of the compared OMol25 structures with the same formula, charge and spin comes out at 4.437 eV. The value obtained for the LUMO energy is -2.068 eV. The total charge is +1.


[3]
Molecular formula: C17H56NO16P
Method: DFT, ωB97M-V with the def2-TZVPD basis set

Geometry (Å):
C  -2.188  1.958  1.898
C  -1.661  0.736  1.828
N  -2.234  -0.238  0.926
C  -2.945  -1.336  1.613
C  -2.397  -1.753  2.966
C  -3.334  -2.859  3.503
C  -1.392  -0.666  -0.076
O  -1.724  -1.332  -1.040
O  -0.094  -0.189  0.072
P  1.033  -0.963  -0.805
O  0.997  -0.503  -2.186
O  2.393  -0.571  -0.109
O  0.930  -2.530  -0.641
H  -2.545  2.451  0.998
H  -2.268  2.425  2.869
H  -0.806  0.480  2.441
H  -2.874  -2.206  0.966
H  -4.010  -1.136  1.694
H  -2.427  -0.968  3.710
H  -1.411  -2.207  2.897
H  -2.937  -3.327  4.394
H  -4.244  -2.353  3.824
H  -3.628  -3.565  2.732
H  2.274  -0.712  0.844
H  0.013  -2.828  -0.577
C  5.420  -1.847  -1.349
O  5.007  -0.484  -1.352
H  6.392  -1.897  -0.864
H  4.701  -2.451  -0.788
H  5.506  -2.230  -2.369
H  4.147  -0.445  -1.778
C  -4.833  -6.407  5.397
O  -5.111  -5.014  5.294
H  -3.839  -6.520  5.823
H  -5.558  -6.898  6.051
H  -4.854  -6.880  4.412
H  -5.989  -4.922  4.918
C  5.633  -1.218  2.260
O  4.716  -0.161  1.969
H  5.457  -1.566  3.271
H  5.471  -2.046  1.564
H  6.663  -0.859  2.178
H  4.888  0.130  1.065
C  2.287  3.084  -1.462
O  0.945  2.637  -1.301
H  2.395  4.025  -0.927
H  2.987  2.355  -1.047
H  2.516  3.245  -2.519
H  0.864  1.800  -1.777
C  -2.035  5.080  -1.045
O  -2.295  3.857  -0.355
H  -2.358  5.902  -0.413
H  -0.966  5.179  -1.248
H  -2.595  5.109  -1.980
H  -2.011  3.142  -0.933
C  4.952  -4.816  4.399
O  4.509  -3.459  4.340
H  5.914  -4.840  4.902
H  4.237  -5.422  4.961
H  5.067  -5.218  3.389
H  3.661  -3.453  3.893
C  -0.631  3.408  -4.388
O  -1.753  2.673  -3.892
H  -0.995  4.195  -5.041
H  -0.078  3.851  -3.556
H  0.024  2.745  -4.958
H  -1.411  1.979  -3.322
C  -5.622  4.979  -2.378
O  -5.256  5.995  -1.448
H  -4.856  4.935  -3.148
H  -5.684  4.008  -1.881
H  -6.581  5.216  -2.844
H  -5.933  6.030  -0.769
C  -0.220  2.310  -7.738
O  -0.650  3.668  -7.756
H  0.758  2.265  -7.266
H  -0.922  1.699  -7.164
H  -0.141  1.917  -8.755
H  -1.514  3.694  -8.174
C  8.269  -4.424  6.743
O  8.475  -5.244  5.592
H  7.283  -3.973  6.669
H  8.321  -5.031  7.650
H  9.024  -3.636  6.782
H  9.347  -5.635  5.674
C  -5.299  3.547  -6.002
O  -6.662  3.261  -5.696
H  -5.072  4.543  -5.631
H  -4.642  2.823  -5.514
H  -5.139  3.524  -7.084
H  -6.856  2.381  -6.026

The energy above the lowest of the compared OMol25 structures with the same formula, charge and spin comes out at 1.099 eV. The value obtained for the LUMO energy is 0.010 eV. The total charge is 0.


[4]
Molecular formula: C17H60N10O13
Method: DFT, ωB97M-V with the def2-TZVPD basis set

Geometry (Å):
C  1.917  2.470  -4.212
C  1.359  2.017  -2.873
O  2.361  1.747  -1.882
H  2.280  3.478  -4.081
H  1.177  2.526  -4.923
H  2.831  1.899  -4.536
H  0.818  1.112  -2.951
H  0.594  2.829  -2.550
H  2.130  2.156  -1.098
C  1.641  1.368  5.033
C  1.914  0.117  4.160
O  1.717  0.441  2.769
H  1.494  1.082  6.091
H  0.705  1.626  4.612
H  2.352  2.210  4.916
H  1.324  -0.854  4.371
H  2.935  -0.186  4.278
H  2.050  -0.246  2.213
C  -1.876  0.941  3.693
C  -1.493  -0.460  4.119
O  -2.499  -1.191  4.797
H  -0.984  1.331  3.347
H  -2.288  1.446  4.567
H  -2.667  0.935  2.923
H  -0.652  -0.347  4.839
H  -1.110  -1.062  3.269
H  -2.204  -1.270  5.673
C  4.687  -1.502  -2.340
C  3.355  -1.802  -2.907
O  2.368  -1.054  -2.187
H  5.097  -0.481  -2.488
H  5.335  -2.314  -2.694
H  4.623  -1.689  -1.239
H  3.043  -2.854  -2.917
H  3.291  -1.459  -3.879
H  2.303  -0.172  -2.518
C  -0.046  -3.533  -2.094
O  0.873  -3.641  -1.060
N  -0.128  -2.484  -2.822
N  -0.903  -4.419  -2.408
H  0.485  -1.752  -2.580
H  -0.649  -2.459  -3.720
H  -1.104  -5.117  -1.749
H  -1.563  -4.187  -3.098
C  -1.750  -0.245  -4.154
O  -1.813  -1.428  -4.799
N  -1.802  0.830  -4.746
N  -1.584  -0.095  -2.874
H  -2.067  0.663  -5.779
H  -1.083  1.485  -4.637
H  -1.322  -0.950  -2.414
H  -1.562  0.812  -2.402
C  3.110  -1.982  1.368
O  3.794  -1.966  2.559
N  2.686  -3.037  0.827
N  2.890  -0.999  0.624
H  2.920  -3.976  1.284
H  2.020  -3.060  0.012
H  3.414  -0.193  0.999
H  2.745  -1.107  -0.400
C  -2.115  3.382  -1.681
O  -1.887  2.071  -1.389
N  -1.801  4.321  -0.858
N  -2.757  3.788  -2.706
H  -1.161  4.189  -0.035
H  -2.232  5.240  -0.922
H  -3.374  3.102  -3.284
H  -2.875  4.778  -2.845
C  0.743  3.607  1.076
O  1.660  3.156  0.186
N  0.630  3.188  2.289
N  0.237  4.784  0.902
H  1.064  2.262  2.406
H  0.220  3.628  3.068
H  0.462  5.341  0.021
H  -0.260  5.391  1.537
C  0.883  -3.415  3.842
O  0.323  -3.157  2.549
H  1.917  -3.039  4.036
H  0.962  -4.515  4.050
H  0.233  -2.964  4.557
H  0.967  -3.131  1.889
C  -4.834  0.405  0.722
O  -5.704  0.901  -0.287
H  -3.798  0.405  0.386
H  -5.011  -0.580  1.070
H  -4.917  0.979  1.576
H  -6.558  1.032  0.189
C  -3.347  -2.330  -0.745
O  -2.466  -2.200  0.344
H  -3.655  -1.341  -1.074
H  -4.286  -2.731  -0.413
H  -2.975  -2.793  -1.612
H  -1.573  -2.296  0.031
C  -0.279  0.037  0.241
O  0.137  -1.252  0.298
H  -1.368  0.028  0.027
H  0.377  0.397  -0.542
H  -0.090  0.548  1.121
H  1.018  -1.166  0.648

The energy above the lowest of the compared OMol25 structures with the same formula, charge and spin comes out at 6.904 eV. The value obtained for the LUMO energy is -0.246 eV. The total charge is 0.


[5]
Molecular formula: C17H62F6N31O20S2
Method: DFT, ωB97M-V with the def2-TZVPD basis set

Geometry (Å):
C  1.613  -0.590  -1.706
F  0.950  -1.410  -0.898
F  2.849  -0.325  -1.372
F  1.577  -1.080  -2.983
S  0.620  1.138  -1.821
O  1.213  2.100  -0.873
O  0.597  1.613  -3.166
N  -1.004  0.580  -1.455
S  -1.194  1.096  0.008
O  -0.284  0.437  0.940
O  -1.347  2.581  0.058
C  -2.990  0.471  0.432
F  -3.986  1.201  -0.178
F  -3.147  -0.755  -0.071
F  -3.106  0.454  1.710
C  9.948  -0.330  -1.989
O  10.855  -1.039  -1.765
N  10.059  0.971  -2.117
N  8.731  -0.623  -2.023
H  10.982  1.329  -1.917
H  9.305  1.482  -1.682
H  8.160  0.187  -2.219
H  8.411  -1.567  -1.859
C  5.079  -5.133  2.364
O  6.133  -4.729  2.882
N  4.859  -6.247  1.712
N  4.146  -4.377  1.916
H  5.588  -6.918  1.906
H  4.147  -6.422  1.018
H  4.209  -3.374  2.017
H  3.538  -4.882  1.289
C  -4.196  3.819  -4.801
O  -4.467  4.875  -5.294
N  -4.661  3.509  -3.636
N  -3.603  2.764  -5.235
H  -5.004  4.223  -3.009
H  -4.764  2.526  -3.429
H  -2.998  2.287  -4.581
H  -3.451  2.906  -6.223
C  -2.859  3.053  5.615
O  -1.866  2.796  4.955
N  -3.335  4.231  5.717
N  -3.789  2.170  5.938
H  -2.846  5.062  5.416
H  -4.339  4.280  5.813
H  -3.308  1.291  6.066
H  -4.513  2.483  6.569
C  2.561  0.048  6.685
O  1.832  0.036  7.664
N  2.272  0.519  5.499
N  3.753  -0.414  6.725
H  2.752  0.186  4.675
H  1.345  0.901  5.373
H  4.368  -0.261  5.939
H  4.046  -0.923  7.548
C  2.507  -0.908  -8.114
O  1.303  -0.937  -7.811
N  2.992  -0.598  -9.203
N  3.501  -1.252  -7.426
H  3.932  -0.952  -9.313
H  2.463  -0.221  -9.976
H  4.428  -0.859  -7.506
H  3.358  -1.527  -6.465
C  -8.160  1.127  6.072
O  -7.768  2.315  6.113
N  -7.730  0.341  5.110
N  -8.850  0.487  6.945
H  -7.250  0.812  4.356
H  -7.612  -0.654  5.237
H  -9.140  1.080  7.709
H  -9.046  -0.471  6.690
C  1.241  4.211  -8.492
O  1.582  4.803  -9.453
N  1.979  4.006  -7.424
N  0.261  3.376  -8.535
H  1.679  3.427  -6.653
H  2.903  4.405  -7.336
H  -0.203  3.322  -9.430
H  0.498  2.551  -8.004
C  5.415  0.607  2.206
O  4.491  -0.070  2.346
N  6.600  0.456  2.766
N  5.233  1.815  1.789
H  6.849  -0.342  3.332
H  7.355  1.100  2.578
H  6.011  2.448  1.665
H  4.263  2.063  1.660
C  -2.050  -3.103  -4.027
O  -1.827  -4.114  -4.612
N  -1.849  -1.912  -4.515
N  -2.353  -3.091  -2.722
H  -1.781  -1.089  -3.933
H  -1.297  -1.944  -5.360
H  -2.298  -2.155  -2.345
H  -2.354  -3.858  -2.065
C  2.061  5.243  3.434
O  2.702  6.150  2.956
N  1.661  4.185  2.885
N  1.555  5.247  4.582
H  0.946  3.770  3.465
H  1.623  4.353  1.890
H  1.056  4.527  5.084
H  1.751  6.117  5.058
C  -3.494  7.897  -0.305
O  -3.795  7.508  -1.377
N  -3.037  7.091  0.567
N  -3.666  9.116  0.160
H  -2.956  6.118  0.309
H  -2.743  7.478  1.453
H  -3.446  9.275  1.133
H  -4.242  9.724  -0.405
C  -5.503  -5.030  3.791
O  -5.326  -5.602  4.844
N  -6.249  -5.489  2.891
N  -5.108  -3.809  3.591
H  -6.801  -6.325  3.022
H  -6.555  -4.859  2.164
H  -4.464  -3.254  4.136
H  -5.493  -3.506  2.707
C  -0.487  -3.769  4.952
O  -1.418  -3.027  5.303
N  0.218  -3.528  3.897
N  -0.130  -4.896  5.564
H  1.000  -4.090  3.594
H  -0.130  -2.725  3.392
H  -0.576  -5.106  6.446
H  0.461  -5.617  5.176
C  1.842  -6.970  -5.978
O  2.673  -7.609  -6.568
N  0.607  -7.283  -6.055
N  1.980  -5.836  -5.413
H  0.390  -7.929  -6.800
H  -0.114  -6.736  -5.606
H  2.879  -5.374  -5.412
H  1.205  -5.197  -5.307
O  -6.534  -4.186  -0.733
H  -6.678  -3.823  -1.606
H  -6.379  -5.118  -0.883

The value obtained for the LUMO energy is 1.242 eV. The total charge is -1.